Entry 1:
ORCA calculation (wB97M-V/def2-TZVPD) on a gas-phase ion, C9H19N2 (charge +1) in a non-equilibrium geometry.

HOMO, eV: -13.11
E_tot, Eh: -463.55036
Molar mass, g/mol: 155.27
Lowest unoccupied orbital energy, Ha: -0.1035
SMILES: C/C(N)=[NH+]/C1C(C)(C)C1(C)C
Net charge: +1

Element x y z (Å)
H 1.237 2.034 3.079
H -0.919 0.270 -2.726
C -0.208 -2.249 0.849
C -0.552 -1.332 -0.271
H -1.009 -2.171 1.472
H 0.306 3.520 2.699
H 1.767 0.352 0.376
H -2.121 -1.161 -1.688
C 0.280 2.459 2.762
H -0.115 2.427 -0.601
H 0.168 -1.269 -2.957
C -1.735 -1.984 -1.046
H -0.646 0.158 1.935
H -0.384 1.955 3.430
N -0.419 0.718 1.145
H -2.440 -2.444 -0.368
H -1.330 -2.706 -1.677
C -0.734 0.127 -0.073
H -1.687 0.608 -0.382
H 0.969 0.231 -3.062
H 0.627 3.598 0.540
N 0.178 2.701 0.336
H 2.381 -0.853 -0.758
C 0.133 -0.201 -2.584
H 2.257 0.839 -1.212
C 0.023 1.937 1.392
C 0.366 -0.378 -1.076
H -0.043 -3.395 0.470
H 0.744 -1.897 1.364
C 1.740 0.016 -0.574

=====

Entry 2:
ORCA calculation (wB97M-V/def2-TZVPD) on a molecular structure, C8H23BrFeNO5 in a non-equilibrium geometry.

<S²>: 8.756
HOMO (spin up / spin down), eV: -6.05 / -8.34
E_tot, Eh: -4587.13897
Molar mass, g/mol: 349.02
Lowest unoccupied orbital energy (spin up / spin down), Ha: 0.0077 / -0.0038
2S+1: 6

Element x y z (Å)
C -3.301 3.192 -1.520
O -4.081 0.140 1.234
C 4.463 -3.894 0.446
H 2.174 -0.388 1.352
H -2.190 4.284 -3.120
Fe -2.509 0.491 -2.514
O 4.730 -2.456 0.432
C -2.139 3.351 -2.558
O -3.602 1.878 -1.357
H 3.911 -0.506 2.025
H -4.174 3.767 -1.830
Br -0.517 0.647 -0.974
H 5.271 -4.485 0.878
H -3.949 -0.525 0.554
H 3.461 -4.147 0.793
H -2.606 -0.784 3.919
H -4.386 1.838 -0.804
C 3.202 -0.025 1.352
C -4.072 -0.629 2.418
O -1.743 -0.947 2.070
H -1.589 2.675 -4.119
H 2.770 -2.058 -0.393
H -1.158 3.323 -2.082
H 4.881 -0.044 -0.162
H -4.465 -0.032 3.241
C 3.834 -0.311 -0.016
N 3.286 0.576 -0.971
H 4.566 -4.223 -0.588
H -2.885 3.545 -0.576
H -1.942 -0.189 1.515
O -2.212 2.320 -3.481
H 2.296 0.522 -1.166
H 3.801 0.586 -1.840
H 3.211 1.062 1.442
C 3.819 -1.762 -0.378
H -2.806 -2.236 3.045
H 4.116 -1.885 -1.419
H -4.681 -1.515 2.239
C -2.787 -1.154 2.910

=====

Entry 3:
ORCA calculation (wB97M-V/def2-TZVPD) on 4 unconnected molecules or ions with the total composition C7H18Cl4O3 in a non-equilibrium geometry.

HOMO, eV: -10.17
E_tot, Eh: -2343.93431
Molar mass, g/mol: 292.03
Lowest unoccupied orbital energy, Ha: 0.0097
SMILES: ClC(Cl)(Cl)Cl.CCO.CCO.CCO

Element x y z (Å)
H -2.136 -3.606 -0.184
Cl 1.288 -0.321 0.133
H 0.930 2.191 -5.460
H -1.039 3.010 1.916
H -2.392 -2.142 1.826
C 1.923 1.513 -3.918
H 2.159 -0.545 -4.459
H -1.397 -4.603 1.684
H -1.120 1.365 1.292
H -0.900 -3.566 3.032
C -0.903 -3.666 1.944
O 1.851 2.053 -5.236
H 2.386 2.261 -3.261
O -1.796 -2.709 -0.109
C 2.729 0.228 -3.930
H -3.286 2.763 2.953
H 3.655 0.332 -4.499
C -1.448 2.016 2.107
H 0.153 -3.774 1.667
C -2.949 2.026 2.216
H 0.934 1.338 -3.485
Cl 2.126 1.947 1.696
C -1.510 -2.470 1.259
O -3.477 0.725 2.445
H -3.610 0.601 3.387
H 2.977 -0.188 -2.955
H -0.970 1.622 3.009
Cl 3.501 -0.578 1.982
Cl 3.797 0.955 -0.454
H -3.369 2.372 1.265
C 2.705 0.489 0.837
H -0.810 -1.639 1.301

=====

Entry 4:
ORCA calculation (wB97M-V/def2-TZVPD) on a molecular structure, C16H47NO7 in a non-equilibrium geometry.

HOMO, eV: -8.28
E_tot, Eh: -1218.64695
Molar mass, g/mol: 365.55
Lowest unoccupied orbital energy, Ha: 0.0183

Element x y z (Å)
H 1.128 6.670 -16.410
H 2.398 7.583 -13.216
H 1.668 2.206 -13.953
H -1.565 8.822 -12.568
H 3.414 5.126 -16.012
C 1.932 6.718 -15.675
C 6.748 2.044 -14.281
H 4.566 10.539 -16.337
H -0.910 7.592 -13.531
C -1.287 8.613 -13.600
H 3.263 4.662 -14.380
H 2.063 3.730 -14.705
O 0.199 3.680 -14.045
C 2.154 3.855 -12.591
C 1.366 6.093 -14.427
C 2.722 8.532 -12.790
O 2.317 8.051 -15.437
C 7.042 3.487 -14.099
O 2.064 8.403 -17.231
H 7.641 1.421 -14.298
H 6.036 1.908 -15.096
H 0.931 5.132 -14.703
O -0.565 10.710 -14.444
C 3.502 10.309 -16.372
H -1.534 4.662 -17.825
H 1.631 3.480 -11.712
H 6.114 1.630 -13.497
H 2.670 9.861 -14.596
H 8.220 4.581 -12.892
H 2.566 8.458 -16.270
H 3.050 11.275 -16.596
H 1.776 8.952 -12.449
H 6.290 5.508 -13.965
H 5.304 4.253 -13.196
H 7.310 3.684 -12.153
H -0.819 5.063 -15.013
O 5.126 4.458 -15.245
H -1.508 6.737 -17.548
C 5.910 4.491 -14.070
H -0.264 2.852 -13.898
H 4.189 6.172 -14.793
H 0.394 8.920 -14.920
C 3.959 5.143 -15.068
O -2.197 4.856 -17.158
C 3.187 9.216 -17.448
C 3.306 9.557 -13.765
H 3.265 10.039 -15.342
H -2.661 6.589 -16.236
H 3.222 3.676 -12.467
C -0.051 9.473 -14.093
H 4.157 9.130 -14.295
H 2.093 6.041 -13.617
C 1.534 3.284 -13.862
C -1.822 6.095 -16.725
H 3.983 8.472 -17.478
H 1.358 8.975 -16.924
H 0.090 11.387 -14.256
O 3.752 8.152 -11.901
H 1.986 4.932 -12.583
H 3.095 9.638 -18.449
N 7.913 3.621 -12.961
H 2.766 6.098 -16.002
H 3.303 7.429 -11.457
C -0.612 5.831 -15.757
H 0.767 9.617 -13.387
H 7.603 3.768 -14.991
H 0.504 6.698 -14.145
H -0.287 6.663 -15.132
H -2.174 8.705 -14.226
H 0.306 5.469 -16.220
H 3.703 10.435 -13.256

=====

Entry 5:
ORCA calculation (wB97M-V/def2-TZVPD) on a molecular structure, C3H2Br2O in a non-equilibrium geometry.

HOMO, eV: -9.63
E_tot, Eh: -5338.55881
Molar mass, g/mol: 213.86
Lowest unoccupied orbital energy, Ha: -0.0427

Element x y z (Å)
C -0.930 -0.882 -0.318
Br 0.243 1.445 1.588
Br 2.265 -0.696 0.563
H -2.629 -2.048 0.354
H 0.650 2.001 -1.302
O 1.309 1.187 -1.042
C 0.932 0.519 0.036
C -1.840 -1.525 0.120

=====

Entry 6:
ORCA calculation (wB97M-V/def2-TZVPD) on a molecular structure, C12H26Cl2FGaO2P in a non-equilibrium geometry.

HOMO, eV: -3.18
E_tot, Eh: -3909.69651
Molar mass, g/mol: 392.94
Lowest unoccupied orbital energy, Ha: 0.0915
Net charge: -1

Element x y z (Å)
Ga -1.414 0.253 1.691
H 1.927 1.734 4.310
H 3.361 -0.356 -2.115
H -1.546 0.906 -0.800
O 3.058 1.292 0.013
C -0.687 0.696 -0.174
C 1.127 -1.409 3.509
C 2.434 -0.313 -1.559
H 1.504 -1.745 2.549
H -2.922 2.059 -4.843
H -0.170 -0.119 -0.665
C -0.816 -3.639 1.108
O 1.296 1.822 -1.223
C -1.843 2.195 -4.823
F -0.424 -4.485 0.045
H 0.849 2.536 3.183
H 1.302 -1.606 -0.242
C 2.320 -1.473 -0.578
C -1.698 -2.568 0.555
H -1.815 4.267 -4.302
H -3.349 -1.554 1.508
H -0.376 2.767 -0.608
H 2.944 -1.323 0.293
H 1.594 -0.403 -2.241
H 0.446 -2.133 3.933
H -0.369 3.388 -3.793
H -1.502 2.413 -5.834
H 0.110 -3.264 1.524
H -1.323 -4.284 1.815
H -2.561 1.309 2.080
C -1.449 3.322 -3.902
H -2.100 -2.079 2.604
H 0.618 2.240 0.720
P 0.183 0.197 3.418
C -2.273 -1.621 1.628
H 1.936 -1.324 4.225
H -1.160 -2.070 -0.248
C 0.211 1.928 -0.238
H 2.588 -2.392 -1.085
Cl -1.103 0.647 -4.348
C 1.384 1.617 3.381
Cl -2.151 3.136 -2.279
H 2.096 1.506 2.564
H -2.532 -3.079 0.078
C 2.294 1.014 -0.838

=====

Entry 7:
ORCA calculation (wB97M-V/def2-TZVPD) on 2 unconnected molecules or ions with the total composition C8H16O4 in a non-equilibrium geometry.

HOMO, eV: -9.32
E_tot, Eh: -615.28942
Molar mass, g/mol: 176.21
Lowest unoccupied orbital energy, Ha: 0.0276
SMILES: C1COCCO1.C1COCCO1

Element x y z (Å)
C -3.631 2.956 -4.655
C -0.592 1.964 2.952
O -4.257 2.530 -5.880
H -0.107 4.565 4.563
C -5.433 4.544 -6.189
O -5.052 4.981 -4.915
H 1.642 4.308 4.833
H 1.338 1.774 4.706
O 0.851 3.919 2.920
C 0.743 3.892 4.338
H -3.398 4.206 -6.860
C -4.348 3.654 -6.730
H -5.429 3.375 -3.708
O -0.696 2.022 4.331
H -1.496 1.432 2.599
C -0.347 3.386 2.385
H -3.401 2.101 -3.991
C -4.562 3.982 -4.030
H -4.728 3.396 -7.738
H -4.164 4.500 -3.136
H 0.361 2.626 5.937
C 0.493 2.476 4.849
H 0.283 1.323 2.733
H -0.169 3.236 1.302
H -6.322 3.896 -6.068
H -5.725 5.399 -6.830
H -1.180 4.107 2.492
H -2.680 3.482 -4.868

=====

Entry 8:
ORCA calculation (wB97M-V/def2-TZVPD) on 2 unconnected molecules or ions with the total composition C4H12S2 in a non-equilibrium geometry.

HOMO, eV: -8.40
E_tot, Eh: -955.93456
Molar mass, g/mol: 124.27
Lowest unoccupied orbital energy, Ha: 0.0330
SMILES: CSC.CSC

Element x y z (Å)
H 1.618 2.060 0.300
C 2.161 -1.580 0.391
H -1.464 -0.666 1.603
C 1.777 1.018 0.645
H -1.435 1.018 2.146
H 1.098 -1.968 0.327
H 2.683 1.001 1.250
H -1.186 -1.346 -0.830
C -1.964 0.320 1.513
H -2.444 -0.732 -2.097
H 2.816 -2.333 -0.064
S -1.997 0.845 -0.229
H -3.022 -1.322 -0.531
H 0.882 0.715 1.203
H -2.946 0.175 1.992
S 2.118 -0.147 -0.764
H 2.444 -1.388 1.460
C -2.137 -0.823 -1.027

=====

> What is the E_tot in the seventh record?

-615.28942 Eh